109
Properties=species:S:1:pos:R:3:forces:R:3 method="wB97M-V/def2-TZVPD" homo_energy_ha=-0.29758 orbital_gap_ev=8.38 max_force_ha_per_bohr=0.2463 molar_mass_g_mol=849.89 smiles=Oc1ccc(O)cc1.Oc1ccc(O)cc1.Oc1ccc(O)cc1.Oc1ccc(O)cc1.Oc1ccc(O)cc1.Oc1ccc(O)cc1.Oc1ccc(O)cc1.c1ccncc1
O 5.874 -5.202 3.941 -1.390 -4.021 5.873
C 5.253 -4.323 3.219 -3.238 2.104 -3.480
C 3.855 -4.373 2.864 2.404 4.604 -2.333
C 3.251 -3.357 1.949 7.333 -1.339 1.728
C 4.118 -2.452 1.294 0.072 -0.078 1.545
O 3.558 -1.476 0.488 0.215 0.604 -1.023
C 5.489 -2.424 1.655 -4.472 -3.442 1.095
C 6.013 -3.365 2.509 1.221 0.990 0.450
H 5.205 -5.676 4.793 2.879 2.337 -4.185
H 3.237 -5.018 3.337 -1.934 -2.082 1.386
H 2.284 -3.339 1.780 -4.718 -0.026 -0.630
H 4.177 -0.898 -0.047 -0.246 -1.239 1.119
H 6.125 -1.886 1.134 2.880 3.006 -2.243
H 7.098 -3.123 2.596 -0.733 -1.288 0.661
O 1.293 -0.626 1.743 -3.975 0.020 0.884
C 0.313 -0.175 0.832 -0.198 -0.729 2.373
C 0.708 0.724 -0.127 -2.898 1.203 -1.579
C -0.501 1.282 -1.025 4.084 -3.032 4.123
C -1.704 0.824 -0.714 -3.757 -0.188 1.473
O -2.875 1.363 -1.312 2.335 0.601 -0.458
C -2.063 -0.032 0.356 3.444 -2.181 1.860
C -1.043 -0.626 1.191 -1.290 0.528 -2.898
H 2.088 -0.590 1.302 3.369 -0.151 -1.463
H 1.807 1.009 -0.072 -1.802 0.020 -0.754
H -0.607 1.980 -1.750 1.196 2.257 -2.440
H -3.506 0.658 -1.304 -1.002 -0.293 0.029
H -3.083 -0.340 0.457 -0.370 0.013 0.187
H -1.309 -1.558 1.843 0.909 2.229 -0.904
O -3.867 -3.679 6.979 0.907 -1.165 -0.809
C -2.724 -3.391 6.246 2.069 0.939 -0.805
C -2.373 -2.114 5.834 0.652 0.597 -2.282
C -1.161 -1.824 4.883 -3.330 -2.966 4.013
C -0.271 -2.896 4.657 -4.094 0.789 1.705
O 0.774 -2.782 3.896 2.763 2.647 -1.871
C -0.640 -4.191 5.149 -1.380 1.408 0.329
C -1.797 -4.408 5.878 -2.317 -1.066 1.510
H -3.914 -4.672 6.940 -0.294 1.387 0.328
H -3.179 -1.360 5.991 1.136 -0.131 -0.142
H -1.165 -0.806 4.590 0.763 0.640 -0.619
H 0.929 -1.781 3.683 -0.234 -2.641 0.164
H -0.077 -4.990 4.800 1.094 -1.412 -0.282
H -2.309 -5.381 6.321 2.275 1.020 -1.457
O 1.718 -4.343 -0.756 -0.739 -0.454 -0.992
C 1.206 -3.724 -1.899 -0.435 0.430 0.304
C 1.554 -4.283 -3.127 -2.186 0.505 -4.764
C 0.978 -3.715 -4.484 -0.204 2.746 12.364
C 0.097 -2.610 -4.263 2.131 -2.431 -4.584
O -0.378 -2.082 -5.504 0.170 -0.628 0.359
C -0.276 -2.149 -3.063 1.512 -1.387 4.251
C 0.260 -2.674 -1.788 0.221 -0.340 -4.205
H 2.220 -3.715 -0.257 0.497 0.670 0.477
H 1.967 -5.301 -3.207 0.393 0.853 0.390
H 1.011 -4.091 -5.362 0.929 -2.952 -5.616
H -0.021 -2.661 -6.242 -0.691 1.125 1.526
H -1.058 -1.490 -2.986 -1.624 1.854 0.074
H -0.129 -2.306 -0.862 0.005 0.100 0.377
O -5.213 -0.192 -0.966 5.396 3.342 -6.652
C -4.701 -1.288 -1.547 -1.523 -1.251 -0.207
C -4.792 -2.424 -0.802 2.076 -5.866 -0.514
C -4.269 -3.751 -1.448 -1.181 7.944 -2.287
C -3.852 -3.604 -2.836 0.232 -5.837 2.746
O -3.353 -4.780 -3.472 -1.226 -1.198 1.465
C -3.883 -2.497 -3.564 -1.448 4.918 2.195
C -4.314 -1.316 -2.891 0.591 -0.091 -0.745
H -5.770 -0.216 -0.318 -5.044 -1.163 5.997
H -5.141 -2.442 0.276 0.474 0.117 -1.533
H -4.080 -4.585 -0.900 0.211 -2.380 1.382
H -3.689 -5.636 -2.998 0.893 2.635 -1.146
H -3.659 -2.125 -4.509 0.878 -1.381 -2.000
H -4.265 -0.448 -3.578 -0.423 -0.106 1.188
O 5.526 0.377 -0.981 -1.215 -0.707 -0.302
C 4.657 1.240 -1.608 -0.374 3.417 -0.708
C 4.870 2.638 -1.713 -0.488 1.411 -0.810
C 3.890 3.559 -2.526 0.783 -5.454 1.627
C 2.757 2.917 -3.145 2.978 -1.243 1.152
O 1.880 3.646 -3.878 -0.604 -0.087 -1.269
C 2.633 1.431 -2.995 4.057 7.058 2.146
C 3.471 0.746 -2.221 2.294 -1.749 1.316
H 6.280 0.822 -0.612 0.347 0.547 0.168
H 5.839 3.170 -1.232 -2.427 -1.369 -1.192
H 4.269 4.544 -2.518 -0.553 1.127 -0.506
H 1.663 3.255 -4.768 0.437 0.271 1.528
H 1.904 1.005 -3.435 -5.216 -3.045 -2.970
H 3.314 -0.312 -2.072 -0.226 -0.322 -0.238
O -6.366 7.397 -2.253 2.159 -9.628 -2.532
C -5.295 6.785 -1.628 1.901 7.462 0.193
C -4.217 7.572 -1.182 4.358 -0.581 2.604
C -2.892 6.927 -0.611 -2.863 -1.694 -3.093
C -2.743 5.518 -0.935 -0.168 2.373 1.092
O -1.558 4.906 -0.550 -2.163 7.613 2.938
C -3.827 4.875 -1.489 0.798 -0.737 0.776
C -5.007 5.539 -1.760 -0.758 -6.306 -0.797
H -6.631 8.172 -2.042 -2.042 8.157 2.963
H -4.193 8.668 -1.201 -0.384 -0.443 0.142
H -1.929 7.292 -0.221 -1.036 1.026 -0.133
H -1.357 4.136 -0.879 0.999 -6.717 -3.197
H -3.719 3.793 -1.525 -0.508 0.040 -0.488
H -5.827 4.930 -2.072 -0.385 -0.615 -0.519
C 1.761 4.035 0.467 1.842 3.961 4.945
C 2.993 4.762 0.816 0.015 0.876 0.595
C 3.100 5.543 2.013 -3.765 -2.803 -2.832
N 2.016 5.670 2.841 3.831 0.881 -0.406
C 1.009 4.980 2.535 -4.048 -3.149 -1.184
C 0.709 4.126 1.344 3.619 2.193 2.471
H 1.594 3.670 -0.425 -0.153 -2.349 -4.522
H 3.871 4.835 0.123 -1.037 -0.497 0.617
H 3.937 6.039 2.304 2.435 1.363 0.483
H 0.319 4.995 3.354 -1.195 -0.101 -0.047
H -0.148 3.539 1.254 -1.461 -0.433 -0.036